The following is a DFT calculation (wB97M-V/def2-TZVPD) of a molecular structure, C4H6InO3.

```
14
C4H6InO3 | the Open Molecules 2025 dataset | wB97M-V/def2-TZVPD
In 0.518 3.776 -0.852
C -1.337 -1.125 -0.398
C -0.495 -0.217 0.467
C 0.953 -0.677 0.758
O 1.767 0.372 0.354
C 1.080 1.255 -0.343
O 1.426 2.279 -0.997
O -0.175 0.913 -0.295
H -2.222 -1.487 0.127
H -0.901 -1.997 -0.885
H -1.854 -0.635 -1.223
H -1.017 0.052 1.386
H 1.164 -1.525 0.105
H 1.091 -0.985 1.794
```

Summary:
**HOMO level**: -23.941 eV
**E_tot**: -15518.412 eV
**Energy above the lowest of the compared OMol25 structures with the same formula, charge and spin**: 77.4 kcal per mole
**Frontier orbital gap**: 0.1218 Ha
**Charge**: +3
**Lowest unoccupied orbital energy**: -0.75801 hartree

These are the Mulliken partial charges, in e, on atoms 1 to 5: number 1, In, carries 1.48; number 2, C, carries -1.29; number 3, C, carries 0.49; number 4, C, carries -0.42; number 5, O, carries -0.11